Record 1
C2H22O11Pt2 | the ωB97M-V functional and the def2-TZVPD basis

Element x y z (Å)
Pt  -2.25605  2.18986  2.18947
Pt  -2.14412  1.03942  -1.28649
O  -1.12983  0.76489  0.79606
C  -0.03356  -0.06690  0.46937
C  0.51752  -0.05237  -0.98900
O  -0.37799  -0.24853  -2.06615
H  -0.24253  -1.09536  0.75512
H  0.85849  0.18533  1.05670
H  1.22878  -0.88250  -1.10314
H  1.21368  0.73976  -1.27436
O  -0.68433  1.56108  3.66473
H  -0.66685  1.67467  4.62982
H  -0.10220  0.80654  3.48550
O  1.00641  -2.68488  -2.87084
H  0.60331  -2.46923  -3.72013
H  0.90088  -1.89372  -2.34176
O  -0.26567  -3.97205  1.37310
H  0.38146  -4.51946  1.83685
H  0.23382  -3.20073  1.09472
O  0.78049  0.02707  -4.71417
H  0.05731  -0.38662  -5.20085
H  0.45843  0.11229  -3.80927
O  -2.04673  -2.50688  -2.27317
H  -2.79726  -2.04876  -1.87801
H  -1.32124  -1.87651  -2.24362
O  1.84989  2.74231  -0.17417
H  1.29345  1.95654  -0.20515
H  2.17445  2.85031  -1.07879
O  2.60469  2.18480  2.83607
H  3.53244  2.42916  2.94139
H  2.57183  1.71969  1.99472
O  -2.42790  -2.05542  1.84860
H  -2.57737  -1.86829  0.91684
H  -1.55953  -2.49657  1.87510
O  -0.81623  3.53326  1.29749
H  -0.97554  4.36648  0.82613
H  0.15758  3.44135  1.34127

2S+1: 5
net charge: +2
frontier orbital gap (spin up / spin down): 0.226 / 0.187 Eh
lowest unoccupied orbital energy (spin up / spin down): -10.34 / -11.33 eV
highest occupied orbital energy (spin up / spin down): -16.49 / -16.40 eV

---

Record 2
C2H22O9 | the ωB97M-V functional and the def2-TZVPD basis

Element x y z (Å)
C  0.74411  2.91636  0.49817
C  1.69863  3.01586  -0.40935
H  -0.30247  3.08203  0.30599
H  0.82412  2.39018  1.44421
H  1.48985  3.46378  -1.36938
H  2.74046  2.86170  -0.16549
O  -2.33430  2.61325  -0.66544
H  -2.38581  2.32623  0.25843
H  -1.40203  2.77589  -0.81819
O  -0.91736  -3.59175  -1.28620
H  -1.23763  -3.47795  -2.18437
H  -1.57388  -3.32265  -0.60481
O  -0.03523  1.21665  -3.07747
H  0.47804  2.03116  -3.02532
H  -0.93641  1.57379  -3.10794
O  0.26647  -1.06536  -1.05864
H  -0.29757  -1.85686  -1.14269
H  -0.07790  -0.47215  -1.74168
O  0.58921  -3.55940  0.83348
H  1.51700  -3.75581  0.97084
H  0.43733  -3.03674  0.03886
O  3.89712  -0.74664  1.23572
H  3.88009  0.20071  1.05332
H  3.26322  -0.77092  1.96733
O  0.68900  -0.34913  1.63183
H  0.75098  0.06748  0.75535
H  0.87569  -1.23927  1.28799
O  -2.48370  -2.35002  0.51057
H  -2.71582  -2.39307  1.44122
H  -3.04253  -1.70148  0.07196
O  -1.64405  1.08775  1.80096
H  -1.62951  1.75799  2.49082
H  -1.12511  0.30842  2.05990

SMILES: C=C.O.O.O.O.O.O.O.O.O
frontier orbital gap: 0.401 Eh
lowest unoccupied orbital energy: 0.24 eV
highest occupied orbital energy: -10.67 eV

---

For the records above, the corresponding energy relative to the best compared isomer or geometry (same formula, charge and spin) values read 0.00, 132.21 kJ/mol.